11
Properties=species:S:1:pos:R:3:forces:R:3 method="wB97M-V/def2-TZVPD" de_lowest_kcal_mol=51.3 smiles="N#C/C=C/CO" spin_multiplicity=1 e_tot_ha=-285.3328
N -2.9350 -1.2523 0.8770 0.75 0.59 -0.39
C -2.0856 -0.6333 0.3898 -0.88 -0.67 0.04
C -1.0136 0.1217 -0.1787 -0.21 -0.46 -1.20
C 0.1624 -0.4430 -0.5305 -0.73 0.01 -0.58
C 1.3820 0.4110 -0.3998 -0.28 -0.13 -0.02
O 1.3582 0.2296 1.0219 0.38 1.02 0.76
H 0.3987 0.4203 1.1870 1.56 -0.15 0.72
H -1.1907 1.1766 -0.3778 0.11 -0.04 0.39
H 0.3519 -1.5127 -0.4843 -0.27 0.14 0.07
H 2.3157 0.0159 -0.8195 -0.39 0.01 0.23
H 1.2562 1.4663 -0.6850 -0.04 -0.31 -0.01